Formula: C4H11NO2
Source: OMol25
Level of theory: the ωB97M-V functional and the def2-TZVPD basis

## Properties
HOMO level: -8.65 eV
Energy relative to the best compared isomer or geometry (same formula, charge and spin): 523.81 kJ/mol
HOMO-LUMO gap: 0.3284 hartree
SMILES: CC/C=N\O.CO
Lowest unoccupied orbital energy: 0.28 eV
E_tot: -364.06866 Eh

Element x y z (Å)
C (2.175, 0.783, -0.644)
C (1.635, -0.420, 0.116)
C (0.178, -0.137, 0.648)
N (-0.268, -1.143, 1.365)
O (-0.379, -2.331, 0.623)
H (3.089, 0.500, -1.175)
H (1.453, 1.143, -1.384)
H (2.411, 1.608, 0.032)
H (2.280, -0.647, 0.963)
H (1.576, -1.311, -0.508)
H (0.114, 0.836, 1.116)
H (-1.017, -2.864, 1.106)
C (-2.293, 0.318, -0.367)
O (-2.560, 1.643, -0.743)
H (-1.071, -0.026, -0.687)
H (-2.370, 0.158, 0.713)
H (-3.078, -0.320, -0.791)
H (-1.877, 2.211, -0.383)